1.
An isolated molecule of C49H54F2N8O6, computed with the ωB97M-V functional and the def2-TZVPD basis.

The geometry in XYZ format:
```
119
Properties=species:S:1:pos:R:3:forces:R:3
F -1.35238 -0.48860 0.74416 0.0 0.1 -0.1
F -1.35909 0.35885 2.73219 0.0 0.1 0.1
O -11.78876 -3.26122 -0.95776 0.1 -0.3 0.1
O -10.63744 1.05817 -0.27955 -0.3 0.3 0.0
O 13.68159 -2.30178 1.38409 -0.4 -0.1 0.0
O 13.30590 -1.55017 -0.71670 0.1 0.2 -0.2
O -13.85619 -2.33852 -0.94944 0.2 0.4 -0.1
O 9.93093 -0.66364 1.06315 0.1 0.1 0.4
N -6.60545 0.93077 1.17159 0.1 -0.2 0.1
N 7.61318 0.82180 0.93558 0.1 0.0 0.0
N 9.66662 -0.16734 -1.10914 -0.2 0.1 0.1
N -9.39120 -0.73033 0.22849 0.0 0.1 0.3
N -12.13664 -1.12715 -1.66048 -0.1 0.4 -0.2
N 11.69516 -2.66096 0.44575 -0.3 -0.2 0.1
N 6.86945 1.84593 -0.89920 0.3 0.2 -0.5
N -8.30232 2.19265 0.56553 -0.1 -0.1 0.1
C 7.90104 1.32107 -0.30149 -0.1 0.0 0.2
C -2.81938 3.81660 0.09850 0.2 -0.1 0.0
C 10.05426 -0.97359 -0.11786 0.2 -0.3 -0.3
C -10.50159 0.07352 -3.08309 -0.1 -0.1 0.0
C 1.22408 1.18098 1.19564 -0.1 0.2 -0.1
C -10.62511 -0.79973 -4.32992 0.1 0.1 0.2
C 10.13831 -4.68653 -1.19604 -0.1 0.2 0.0
C -1.32187 0.70851 1.40835 0.0 0.0 0.0
C -10.73942 -0.78782 -1.82492 0.2 0.1 0.1
C -1.94897 2.82661 0.52018 -0.7 -0.3 0.1
C 10.65632 -2.32808 -0.50485 0.1 0.1 0.0
C 4.09798 1.09466 2.04094 0.0 0.0 0.0
C -9.68820 -3.37826 2.33670 -0.2 0.0 0.0
C 8.87691 0.69540 -3.09964 -0.1 -0.1 0.0
C -8.21660 -1.19665 2.25590 0.0 -0.1 -0.1
C 1.80594 3.33134 0.27408 0.1 -0.1 0.0
C 8.96911 -3.71143 0.80201 -0.1 0.2 -0.2
C 3.62570 1.75052 0.89082 0.2 0.0 -0.1
C -4.18261 3.58338 0.16824 -0.1 -0.2 0.1
C -8.87493 -0.07670 1.44429 -0.2 0.2 0.2
C -7.90509 0.99888 1.07756 -0.2 0.2 0.0
C -0.49391 2.76822 0.54661 0.7 -0.3 0.1
C -4.69303 2.37820 0.65170 0.5 0.0 0.0
C 12.92100 -2.10399 0.28592 0.3 -0.2 0.3
C -3.81156 1.37941 1.08912 0.0 0.2 -0.1
C 10.90535 1.85386 -2.63362 0.0 0.1 0.1
C -12.52052 -2.32007 -1.16124 -0.4 0.0 0.0
C 9.88020 -0.31116 -2.54366 0.3 -0.3 -0.6
C 9.41914 1.84339 -2.25050 -0.1 0.2 0.1
C -6.11883 2.12101 0.70113 -0.9 0.3 -0.2
C 11.22450 0.35990 -2.86394 0.2 -0.2 -0.1
C -14.37828 -3.57118 -0.47827 0.0 -0.4 0.1
C -2.46368 1.61776 1.01682 0.1 0.3 -0.1
C 4.49026 2.05928 -0.14936 0.0 -0.1 0.2
C -8.28695 -3.83062 2.04004 0.1 0.1 -0.1
C -0.09800 1.52579 1.06514 -0.1 0.3 -0.1
C 5.41938 0.73370 2.18932 0.1 -0.1 0.1
C -7.17834 2.91395 0.31274 0.6 0.0 0.1
C 9.56725 -3.41557 -0.57232 0.2 -0.1 0.0
C 6.27872 1.03264 1.14387 -0.5 0.3 -0.4
C 5.82223 1.69119 -0.02516 0.1 -0.3 0.7
C -8.97348 -2.11937 0.16689 0.2 -0.7 -0.1
C 2.20079 2.09746 0.78843 -0.3 0.0 0.0
C -8.73619 -2.46864 1.62179 0.1 0.1 -0.1
C 9.28692 1.23162 -0.85396 0.0 0.3 0.3
C 0.47034 3.67891 0.15192 -0.3 -0.1 0.0
C 15.01578 -1.82826 1.29117 0.3 0.2 -0.2
C -11.44833 1.26848 -3.17476 0.2 0.0 0.1
C -10.24873 -0.07300 -0.55780 0.0 -0.5 -0.2
H 9.37989 -5.46495 -1.22431 0.0 -0.1 0.0
H 12.01908 -0.00684 -2.21474 0.0 -0.1 0.0
H -12.45684 0.94415 -3.42153 -0.2 0.0 -0.1
H 9.77273 -1.33947 -2.87962 0.0 0.0 0.0
H 8.28935 0.33438 1.51109 0.0 0.0 -0.1
H 4.13990 2.54349 -1.04668 -0.1 0.1 -0.1
H -14.12715 -4.38073 -1.16642 -0.1 0.1 0.1
H 9.66452 -4.28734 1.40817 0.1 -0.1 0.1
H 10.48043 -4.50080 -2.21153 0.1 0.0 -0.1
H 8.90618 2.79581 -2.34009 0.0 0.0 0.0
H 8.99319 0.85698 -4.16793 0.1 0.0 -0.1
H -7.21967 3.89942 -0.10214 0.0 0.2 -0.1
H -8.14322 -4.57673 1.27400 0.0 -0.1 -0.1
H 8.05713 -4.29336 0.69240 0.0 -0.1 0.0
H -8.46109 -1.12510 3.31355 0.0 0.0 0.0
H -15.45546 -3.43837 -0.42125 0.0 0.0 0.0
H 15.48117 -2.05256 2.24743 0.0 0.0 0.0
H -9.94501 -3.15345 3.36101 0.0 0.1 0.1
H 7.84286 0.45598 -2.86604 0.0 0.0 0.0
H -9.72878 0.37691 1.96454 0.1 -0.1 -0.1
H 1.50532 0.21225 1.57963 0.1 -0.1 0.0
H -4.86586 4.35072 -0.16258 -0.1 0.1 0.0
H -10.47992 -0.19957 -5.22472 0.0 0.0 -0.1
H 9.98308 1.66241 -0.12256 0.0 0.0 -0.1
H 15.02702 -0.75263 1.10283 0.0 -0.1 0.0
H -11.46513 1.81119 -2.23406 -0.1 0.1 0.0
H -4.21061 0.45134 1.46497 0.0 -0.1 0.0
H 11.40224 -2.83798 1.39497 0.1 0.1 0.0
H -9.26222 2.41376 0.33317 0.1 -0.1 0.0
H 3.40240 0.88905 2.84076 -0.1 0.0 0.1
H -12.79892 -0.36783 -1.63132 0.0 -0.1 0.0
H -13.97036 -3.80722 0.50698 -0.1 0.0 -0.1
H -9.74324 -2.75540 -0.27052 0.1 0.1 0.0
H 11.52145 2.28868 -1.84784 0.0 0.1 0.0
H -7.58799 -3.90343 2.85894 0.1 0.0 0.1
H 11.15965 -2.24690 -1.47144 -0.1 0.0 0.1
H -10.49406 -3.81645 1.76758 -0.1 0.0 -0.1
H 2.56675 4.03865 -0.02195 0.1 0.1 0.0
H 5.77079 0.23761 3.08133 0.0 0.0 0.1
H -9.47389 0.44819 -3.01234 0.0 0.0 0.0
H -2.44398 4.75444 -0.28227 0.0 0.1 0.0
H 0.18992 4.64262 -0.24538 0.0 0.1 0.0
H 11.05824 2.43526 -3.54212 0.0 0.0 0.0
H -8.04372 -2.20418 -0.41043 0.0 -0.1 0.0
H -11.61313 -1.25214 -4.37300 -0.1 -0.1 0.0
H -7.13443 -1.11995 2.13808 0.0 0.0 0.1
H 15.54458 -2.33261 0.47973 0.0 0.0 0.1
H -9.88258 -1.59420 -4.32449 0.1 -0.1 -0.1
H -11.11205 1.94342 -3.95831 0.0 0.0 -0.1
H 8.77218 -3.02643 -1.21954 0.1 0.0 0.0
H -10.20488 -1.73011 -1.95523 -0.1 0.1 0.0
H 8.72708 -2.79016 1.32564 -0.1 0.0 0.1
H 10.98155 -5.04284 -0.60976 0.1 -0.1 0.1
H 11.51071 0.16390 -3.89649 0.0 0.0 -0.1
```
Forces are in eV/Å.

***

2.
C49H54N3PPdSSi4Te as an isolated structure at a distorted geometry, computed with the ωB97M-V functional and the def2-TZVPD basis.

The geometry in XYZ format:
```
114
Properties=species:S:1:pos:R:3:forces:R:3
Te 0.98592 -2.68451 -0.11463 0.6 -0.7 -0.4
Pd 0.03512 -0.11923 0.68202 -0.5 1.1 0.7
S 4.00129 0.38010 2.77593 0.2 0.1 0.1
P -1.03089 2.44547 -0.19307 0.1 0.2 0.0
Si 0.38627 -5.02640 -0.36544 0.0 -0.2 0.0
Si -0.21643 -5.52219 -2.55601 0.0 0.1 0.1
Si -1.36494 -5.56932 1.05808 0.0 0.0 0.0
Si 2.26113 -6.29186 0.20872 -0.1 0.1 0.0
N 0.05526 1.54735 -0.81451 -0.2 -0.2 0.1
N -9.76680 -1.73035 -0.20922 -0.1 0.0 0.0
N 2.01303 0.39283 1.15990 0.3 0.0 -0.5
C -1.79897 -4.62411 -3.02280 -0.1 0.1 0.0
C -4.43198 -1.10542 0.35066 0.1 0.0 -0.1
C -2.89110 -4.57769 0.62443 -0.1 0.1 0.0
C -0.16890 3.28480 2.29467 0.0 0.0 0.0
C 0.53605 -1.16591 5.41952 -0.1 0.0 -0.2
C -0.65802 -1.54527 4.79230 0.1 0.0 0.3
C -0.86019 -1.32809 3.44409 0.1 0.1 -0.3
C -5.16156 2.49566 -0.81157 0.0 0.0 0.0
C -7.20263 -1.43824 0.05883 -0.4 -0.1 0.0
C -1.83601 -7.40004 1.01054 -0.1 -0.1 0.0
C 2.09588 -8.17355 0.09030 0.0 -0.1 0.0
C -1.85483 -0.60234 0.55351 0.2 0.0 0.0
C -2.18228 1.99582 2.40903 0.0 0.0 0.1
C 3.11532 0.93508 -0.98861 0.0 0.0 -0.1
C 0.74322 5.87059 -1.52984 0.0 -0.1 0.0
C -6.33732 -1.84268 -0.95779 0.1 0.0 -0.1
C -4.09448 1.28227 -2.58362 0.0 0.0 0.0
C 1.13328 -4.93249 -3.71974 0.1 0.0 -0.1
C 1.30125 -0.36277 3.29694 0.4 0.3 -0.4
C -4.97559 -1.67878 -0.81240 0.0 0.0 0.0
C -1.18994 2.59566 1.64042 0.0 0.1 0.0
C -1.22892 6.61119 -0.37544 0.0 0.0 0.0
C 2.32351 0.17603 2.39799 -0.5 -0.4 0.5
C -0.49104 -7.35391 -2.93226 0.0 -0.1 0.0
C -2.85859 1.50396 -1.99507 0.0 -0.1 0.1
C -3.92054 2.71726 -0.22455 0.0 0.0 0.0
C -6.68478 -0.87852 1.22557 0.1 0.0 0.1
C -1.56803 5.29146 -0.11185 -0.1 0.0 0.0
C -2.16172 2.09106 3.79463 0.0 0.0 0.0
C 5.52817 1.05406 0.49247 -0.1 0.0 0.1
C -0.90704 -5.16939 2.83126 0.1 0.0 0.1
C -2.75718 2.22080 -0.80437 0.0 0.0 0.0
C 4.32119 1.21254 -1.60186 0.0 0.0 0.0
C -8.62835 -1.60351 -0.08984 0.4 0.1 0.0
C -1.14089 2.77892 4.43487 0.0 0.0 0.0
C 3.70024 -5.81514 -0.89864 0.1 0.0 -0.1
C 3.12586 0.70768 0.38412 -0.4 0.0 0.2
C 2.74340 -5.90178 1.98001 0.1 0.0 0.1
C 0.39706 4.55003 -1.26252 0.0 0.1 -0.1
C -3.03486 -0.90077 0.47733 -0.2 0.1 0.1
C 1.52516 -0.57854 4.65646 0.0 0.0 0.1
C -0.06789 6.90429 -1.08369 0.0 0.0 0.0
C -5.25261 1.77636 -1.99411 0.1 0.0 0.0
C 5.51660 1.27495 -0.87024 -0.1 0.0 -0.1
C -5.32094 -0.71879 1.36763 0.0 0.0 0.0
C 4.31328 0.76134 1.11295 0.3 0.1 -0.1
C -0.13746 3.37184 3.67821 0.0 0.0 0.0
C 0.11169 -0.70953 2.63628 -0.5 -0.2 0.0
C -0.75787 4.24850 -0.55004 0.2 -0.1 -0.2
H 0.62833 3.73290 1.71108 0.0 0.0 0.0
H -2.93794 1.39223 1.92504 0.0 0.0 0.0
H 2.46700 -0.28980 5.11433 0.0 0.0 0.0
H 0.67771 3.89384 4.16595 0.0 0.0 0.0
H 0.40077 -7.94154 -2.70256 0.0 0.0 0.0
H 2.16360 0.90580 -1.50691 0.0 0.0 0.0
H 2.05801 -6.37067 2.68999 0.0 0.0 0.0
H -2.67144 -5.08386 -2.55201 0.0 0.0 0.0
H -1.94551 1.09280 -2.41251 0.0 0.0 0.0
H 2.70346 -4.82118 2.13815 0.0 0.0 0.0
H 3.75880 -4.72638 -0.96816 0.0 0.0 0.0
H 4.34334 1.38289 -2.67105 0.0 0.0 0.0
H -0.47016 -4.16946 2.89213 0.0 0.0 0.0
H 2.01233 -5.57963 -3.65851 0.0 0.0 0.0
H -3.87427 3.26292 0.71012 0.0 0.0 0.0
H 3.56937 -6.21051 -1.90944 0.0 0.0 0.0
H 0.78060 -4.92238 -4.75641 0.0 0.0 0.0
H -6.74132 -2.28400 -1.86005 0.0 0.0 0.0
H -7.35812 -0.56854 2.01471 0.0 0.0 0.0
H -1.86753 7.41309 -0.02311 0.0 0.0 0.0
H -1.11273 2.83093 5.51680 0.0 0.0 0.0
H 1.44618 -3.92394 -3.43907 0.0 0.0 0.0
H 1.65047 6.08923 -2.08139 0.0 0.0 0.0
H -6.05856 2.87462 -0.33555 0.0 0.0 0.0
H -3.32532 -4.89592 -0.32655 0.0 0.0 0.0
H -0.16829 -5.87561 3.21893 0.0 0.0 0.0
H 3.03862 -8.65089 0.38000 0.0 0.0 0.0
H 1.01156 3.71569 -1.58762 0.0 0.0 0.0
H 4.64354 -6.19837 -0.49518 0.0 0.0 0.0
H -1.43500 -2.02208 5.38206 0.0 0.0 0.0
H -4.15862 0.70221 -3.49720 0.0 0.0 0.0
H 1.85378 -8.49126 -0.92666 0.0 0.0 0.0
H 0.68691 -1.34206 6.47747 0.0 0.0 0.0
H -1.79303 -5.20682 3.47377 0.0 0.0 0.0
H -0.98559 -8.03285 1.27617 0.0 0.0 0.0
H -1.94314 -4.63999 -4.10814 0.0 0.0 0.0
H 1.30911 -8.55012 0.74839 0.0 0.0 0.0
H -2.47192 5.07585 0.44765 0.0 0.0 0.0
H 0.20190 7.93542 -1.28164 0.0 0.0 0.0
H -4.29722 -1.98592 -1.59733 0.0 0.0 0.0
H 3.75842 -6.25340 2.19381 0.0 0.0 0.0
H -2.92795 1.59242 4.37680 0.0 0.0 0.0
H -2.17275 -7.70202 0.01524 0.0 0.0 0.0
H -2.63139 -3.51885 0.53521 0.0 0.0 0.0
H -1.75128 -3.58316 -2.69153 0.0 0.0 0.0
H -4.91328 -0.28013 2.26958 0.0 0.0 0.0
H -3.65370 -4.68347 1.40338 0.0 0.0 0.0
H -2.64653 -7.60116 1.71942 0.0 0.0 0.0
H -1.31668 -7.76704 -2.34734 0.0 0.0 0.0
H -1.78973 -1.64293 2.98275 0.0 0.0 0.0
H 6.45054 1.09482 1.05768 0.0 0.0 0.0
H -0.72490 -7.48907 -3.99402 0.0 0.0 0.0
H 6.44703 1.49234 -1.38105 0.0 0.0 0.0
H -6.22056 1.58829 -2.44339 0.0 0.0 0.0
```
Forces are in eV/Å.

Computed properties:
Charge: -2

***

Energy relative to the best compared isomer or geometry (same formula, charge and spin) readings, ordered: 3.2, 0.0 kcal/mol
LUMO readings, ordered: 0.405, 3.861 eV